1.
The following is a quantum chemistry calculation of the molecule C3H2N2S, from the OMol25 dataset.

Values from the calculation:
- SMILES string = S=C1C=NN=C1
- E_HOMO (eV) = -9.712

ORCA input file:
```
! RIJCOSX wB97M-V def2-TZVPD def2/J DEFGRID3
* xyz 0 1
S -2.27131 0.00333 -0.05370
C -0.74868 0.06767 0.10436
C 0.20899 1.09798 -0.06628
N 1.40781 0.68939 -0.10090
N 1.40438 -0.83005 0.01568
C 0.09673 -1.15022 -0.07220
H 0.26025 2.27028 0.19688
H -0.35817 -2.14837 -0.02385
*
```

2.
The following is a quantum chemistry calculation of the molecule C3H2N2S, from the OMol25 dataset.

Values from the calculation:
- SMILES string = N#CC(S)C#N
- E_HOMO (eV) = -10.730

ORCA input file:
```
! RIJCOSX wB97M-V def2-TZVPD def2/J DEFGRID3
* xyz 0 1
N 2.16466 1.11010 0.34847
C 1.24098 0.63082 -0.15428
C -0.07333 0.12249 -0.43995
S -1.46244 1.07658 0.24490
C -0.08290 -1.23524 -0.05369
N -0.34708 -2.27990 0.24277
H -0.43047 -0.11033 -1.61534
H -1.00942 0.68551 1.42713
*
```

Most stable: 2

1.
The following is a quantum chemistry calculation of a structure of composition C22H19CdNO12P2S3, from the OMol25 dataset.

Values from the calculation:
- E_HOMO (eV) = -3.362

ORCA input file:
```
! RIJCOSX wB97M-V def2-TZVPD def2/J DEFGRID3
* xyz -2 1
Cd -0.20420 0.69559 1.58680
C -4.19105 3.21472 1.66578
C -2.69538 3.19712 1.93832
O -2.28476 4.52369 2.35370
P -1.77488 2.86742 0.35847
O -1.97352 4.28896 -0.38312
O -2.37565 1.79434 -0.49440
O -0.30106 2.69106 0.69486
P -2.35355 1.98233 3.30702
O -0.86433 2.57616 3.68372
O -3.27190 2.15510 4.45121
O -2.15165 0.61995 2.67026
H -4.42498 3.95696 0.89972
H -4.72392 3.45001 2.58725
H -4.50838 2.23533 1.30713
H -1.47043 4.41164 2.86309
H -1.81478 4.98348 0.27352
H -1.14549 0.63846 -0.96075
H -0.35657 1.98730 4.25344
O 2.59223 -5.66457 3.21955
C 1.39672 -5.53317 2.89566
O 0.55486 -6.39993 2.57661
C 0.95148 -4.07527 2.62519
C -0.35506 -3.79595 2.24321
C -0.71154 -2.49460 1.95014
N 0.15687 -1.48499 2.02559
C 1.40686 -1.72538 2.44354
C 1.83601 -3.00916 2.74051
C 2.34709 -0.51703 2.60427
O 3.51276 -0.74493 2.89351
O 1.82067 0.64513 2.43738
H -1.05892 -4.61275 2.16048
H -1.71116 -2.23276 1.62328
H 2.85441 -3.18064 3.05507
O -0.42022 -0.03617 -0.87080
C 0.37261 -0.14801 -2.04692
C -0.50516 -0.38150 -3.26771
C -0.37608 -1.35172 -4.21515
C -1.35862 -1.25895 -5.24092
C -2.21292 -0.21782 -5.04040
S -1.84021 0.64952 -3.61867
C 1.21764 1.10392 -2.23289
C 1.84463 1.81635 -1.25836
C 2.64621 2.86933 -1.77876
C 2.62255 2.92242 -3.13895
S 1.61150 1.70928 -3.79518
C 1.29075 -1.33537 -1.83042
C 2.63348 -1.42560 -2.04061
C 3.16013 -2.70281 -1.69169
C 2.19881 -3.54933 -1.22944
S 0.66273 -2.80878 -1.21513
H 0.39937 -2.10428 -4.17523
H -1.42731 -1.94208 -6.07614
H -3.05546 0.07735 -5.64612
H 1.73907 1.60718 -0.20388
H 3.20931 3.55225 -1.15845
H 3.12444 3.62055 -3.79040
H 3.23246 -0.59885 -2.39760
H 4.20833 -2.95992 -1.74781
H 2.31513 -4.55059 -0.84240
*
```

2.
The following is a quantum chemistry calculation of a structure of composition C22H19CdNO12P2S3, from the OMol25 dataset.

Values from the calculation:
- E_HOMO (eV) = -2.591

ORCA input file:
```
! RIJCOSX wB97M-V def2-TZVPD def2/J DEFGRID3
* xyz -2 1
Cd -0.19340 -0.11550 0.19600
C -3.69230 -3.26430 1.54630
C -2.73890 -2.25520 0.94520
O -3.20280 -1.82750 -0.32700
P -2.82080 -0.65870 1.82800
O -4.36070 -0.22880 1.68960
O -2.74870 -0.69060 3.42670
O -1.95910 0.39090 1.23200
P -0.89570 -2.84370 0.89540
O -0.47010 -1.80650 2.27660
O -0.89800 -4.19450 1.51440
O -0.40490 -2.14200 -2.01940
H -4.72920 -2.99770 1.34010
H -3.54340 -3.29370 2.62240
H -3.48160 -4.24830 1.13440
H -2.41120 -1.51280 -0.85360
H -4.56410 -0.35370 0.75680
H -1.83070 -0.87730 3.64830
H 0.07140 -2.40540 2.80490
O 6.25930 -2.92300 0.38410
C 5.21380 -3.58440 0.43430
O 5.03330 -4.78540 0.64210
C 3.91640 -2.72540 0.21770
C 3.90020 -1.40890 0.66840
C 2.76570 -0.64590 0.48670
N 1.67030 -1.10160 -0.11710
C 1.67740 -2.35060 -0.60160
C 2.77960 -3.19000 -0.43520
C 0.54080 -2.88440 -1.43370
O 0.58710 -4.02860 -1.85140
O -0.92660 -0.93250 -1.50900
H 4.78050 -0.99570 1.13870
H 2.71520 0.38770 0.80940
H 2.75440 -4.19330 -0.83240
O 0.56380 1.84600 0.18240
C 0.44370 2.57830 1.32810
C 1.28920 1.95640 2.42510
C 2.63540 2.12420 2.57970
C 3.20180 1.26860 3.54850
C 2.28240 0.44320 4.10780
S 0.70270 0.71390 3.46980
C 0.95880 3.98600 1.11160
C 0.97020 5.02420 1.99080
C 1.44910 6.21950 1.41790
C 1.79150 6.05970 0.11240
S 1.53510 4.43860 -0.43660
C -0.99830 2.81770 1.72650
C -1.63430 2.83070 2.92780
C -3.01030 3.12990 2.81400
C -3.38280 3.37890 1.53420
S -2.06640 3.22280 0.43810
H 3.21040 2.82960 2.00510
H 4.24920 1.25800 3.79160
H 2.43110 -0.29390 4.87170
H 0.63970 4.92700 3.00840
H 1.51560 7.14890 1.95900
H 2.18350 6.79990 -0.55890
H -1.15480 2.59950 3.86180
H -3.68970 3.13430 3.64780
H -4.35470 3.63640 1.15940
*
```

Most stable: 1

1.
The following is a quantum chemistry calculation of a cluster of 6 separate species, C8H28O6 in total, from the OMol25 dataset.

Values from the calculation:
- SMILES string = CCO.CCO.CO.CO.CO.CO
- E_HOMO (eV) = -9.488

ORCA input file:
```
! RIJCOSX wB97M-V def2-TZVPD def2/J DEFGRID3
* xyz 0 1
C 1.05961 3.50946 1.45346
C 1.11712 3.02613 2.87858
O 1.32099 1.59681 2.92099
H 1.94015 3.18159 0.90111
H 1.04834 4.60402 1.50742
H 0.16178 3.26068 0.89004
H 0.15526 3.22577 3.36719
H 1.87133 3.54865 3.46719
H 1.78392 1.39778 3.74067
C -1.55087 1.68844 -3.22946
C -0.90961 1.51885 -1.86286
O -1.85458 1.22614 -0.87132
H -2.00889 0.75999 -3.57521
H -0.86001 2.00460 -4.00970
H -2.34074 2.44542 -3.18498
H -0.28502 2.38829 -1.63626
H -0.18257 0.70272 -1.99667
H -1.33500 1.13328 -0.04092
C -4.62855 -0.18177 -1.60185
O -3.77562 -0.93545 -0.79708
H -4.88893 0.80065 -1.19039
H -4.21281 0.01657 -2.59929
H -5.58411 -0.67064 -1.79863
H -2.94215 -0.44419 -0.73356
C -0.50642 -1.00583 1.09651
O -0.70348 0.34214 1.45691
H 0.41177 -1.44791 1.49291
H -1.32517 -1.64635 1.43523
H -0.45349 -1.11086 0.01158
H -0.11843 0.59527 2.19069
C 3.85894 -1.49028 0.42015
O 3.98073 -2.91212 0.45492
H 4.36020 -1.03666 -0.43145
H 2.79475 -1.24203 0.37446
H 4.14707 -1.06470 1.38713
H 4.92304 -3.09408 0.52569
C 0.52859 -4.14814 -0.36126
O 1.83284 -4.32399 -0.94630
H -0.07524 -5.02255 -0.59645
H 0.63350 -4.21289 0.72629
H 0.15536 -3.21517 -0.77406
H 2.45640 -3.76767 -0.46143
*
```

2.
The following is a quantum chemistry calculation of a structure of composition C8H28O6, from the OMol25 dataset.

Values from the calculation:
- E_HOMO (eV) = -8.125

ORCA input file:
```
! RIJCOSX wB97M-V def2-TZVPD def2/J DEFGRID3
* xyz 0 1
O -1.30214 2.05292 -2.34359
H -1.44207 2.61033 -3.10906
H -1.68822 2.54186 -1.61687
O 0.77992 -0.64546 2.82253
H -0.13091 -0.84705 2.60812
H 0.93531 -1.09276 3.65440
C -0.47594 1.95783 1.62766
C 0.13543 3.15148 1.01620
O -0.72845 3.60728 -0.04646
H -0.94796 1.32030 0.88009
H -1.26413 2.13093 2.36039
H 0.34293 1.37717 2.05239
H 1.03453 2.82056 0.49638
H 0.28196 4.02352 1.65353
H -0.07903 3.83423 -0.71606
C -0.88594 -3.04650 1.87446
C -2.06769 -2.13995 1.74375
O -1.77393 -1.16321 2.70731
H -0.80140 -3.56938 0.92180
H -0.91926 -3.59622 2.81509
H 0.10344 -2.65265 2.10706
H -2.89132 -2.70501 2.18016
H -2.21630 -1.80216 0.71812
H -2.06514 -1.61475 3.50287
C -0.11638 -0.67667 -0.01039
C -0.61471 0.28821 -1.06109
O 0.32637 1.29257 -1.26378
H -0.79598 -1.52262 0.09268
H 0.03720 -0.17641 0.94577
H 0.76047 -1.15645 -0.44520
H -1.56305 0.80618 -0.91803
H -0.66436 -0.22848 -2.01955
H -0.16328 1.91279 -1.80891
C 2.89721 -1.35476 -3.17897
C 2.21294 -0.48894 -2.08852
O 1.06586 -0.04225 -2.70148
H 3.85480 -1.69543 -2.78522
H 3.11321 -0.82464 -4.10656
H 2.24246 -2.19472 -3.41107
H 2.90533 0.30876 -1.81950
H 2.11762 -1.16820 -1.24140
H 0.45080 0.36761 -2.08887
*
```

Most stable: 1

1.
The following is a quantum chemistry calculation of a structure of composition C25H46BNP2Rh, from the OMol25 dataset.

Values from the calculation:
- ⟨S²⟩ = 6.049
- E_HOMO (alpha / beta) (eV) = -10.353 / -10.949

ORCA input file:
```
! RIJCOSX wB97M-V def2-TZVPD def2/J DEFGRID3
* xyz 1 5
Rh -2.37707 -0.46233 -0.59198
C -0.35649 -1.56963 2.03726
C -1.05766 -0.36566 2.23544
C -2.42428 -1.85442 0.97710
C -1.09716 -2.43045 1.23139
C -2.35222 -0.44406 1.59517
C 0.97220 -1.92733 2.61677
H 1.38316 -1.09487 3.19237
H 1.70301 -2.19389 1.83432
H 0.88629 -2.80913 3.27957
C -0.66325 -3.81628 0.96858
H -0.59857 -4.35198 1.93648
H 0.35369 -3.84553 0.51842
H -1.37573 -4.31421 0.29314
C -3.63895 -2.69129 1.18618
H -3.74795 -2.87015 2.26298
H -3.48151 -3.66057 0.69574
H -4.55519 -2.23308 0.80469
C -3.52115 0.16870 2.29667
H -3.62521 -0.26054 3.31011
H -4.44815 0.02194 1.73420
H -3.34362 1.23322 2.46458
C -0.58861 0.69036 3.15031
H -0.72649 0.41216 4.20721
H -1.10208 1.63902 2.97657
H 0.48306 0.87229 3.02340
C 3.26860 -0.68615 -0.17157
C 3.70313 -0.31579 1.05180
C 3.54843 1.01586 1.69662
C 3.64109 2.23665 0.72133
C 2.28696 2.78324 0.47762
C 1.17829 2.05423 0.30730
C 1.08548 0.57847 0.00491
C 2.15162 -0.03336 -0.94081
H 4.35757 1.15777 2.41647
H 4.19168 2.03622 -0.22175
H 2.64146 1.02852 2.34698
H 2.50349 0.68827 -1.70006
H 3.66987 -1.60070 -0.63843
H 4.04834 -1.11973 1.71531
H 1.65278 -0.85950 -1.48638
H 1.01684 -0.03603 0.92003
H 0.21610 2.59566 0.32439
H 0.06681 0.40728 -0.42127
H 4.23535 3.04730 1.17946
H 2.21124 3.87148 0.48151
P 0.05637 1.77515 -2.53169
P -3.09502 1.07434 -1.73928
C -1.33868 2.59916 -3.43566
C -2.54189 1.66888 -3.43510
H -1.01603 2.79620 -4.47277
H -1.54755 3.56654 -2.94613
H -3.40505 2.19774 -3.87003
H -2.36265 0.75247 -4.01814
C -4.74534 0.55636 -2.30205
H -5.25133 0.14012 -1.43108
H -4.59648 -0.22552 -3.05729
H -5.30244 1.38831 -2.73978
C -3.28415 2.67078 -0.85232
H -3.73701 3.43313 -1.49611
H -2.31657 3.05634 -0.50838
H -3.93388 2.50406 0.01069
C 0.71682 0.82051 -3.97009
H 1.56925 0.21770 -3.63573
H 1.05450 1.51283 -4.75218
H -0.06013 0.16048 -4.36846
C 1.19416 3.23381 -2.76945
H 0.72109 4.15757 -2.41006
H 1.43141 3.34328 -3.83534
H 2.13451 3.08372 -2.22371
B 4.98617 -4.65611 1.66896
C 3.66839 -4.26771 0.91885
N 2.69690 -3.97193 0.34196
H 5.49025 -5.60318 1.07865
H 4.69583 -4.97990 2.80922
H 5.74334 -3.69712 1.67237
*
```

2.
The following is a quantum chemistry calculation of a structure of composition C25H46BNP2Rh, from the OMol25 dataset.

Values from the calculation:
- ⟨S²⟩ = 6.019
- E_HOMO (alpha / beta) (eV) = -9.453 / -9.453

ORCA input file:
```
! RIJCOSX wB97M-V def2-TZVPD def2/J DEFGRID3
* xyz 1 5
Rh 1.40258 -0.14344 1.12356
C 3.17602 1.09147 3.08995
C 2.74624 -0.27394 2.98428
C 3.61464 0.42052 0.93127
C 3.72228 1.49481 1.86436
C 3.19023 -0.77820 1.66973
C 3.05234 1.95422 4.28754
H 2.46053 1.45644 5.06262
H 2.56867 2.91428 4.03875
H 4.04084 2.18343 4.71528
C 4.36691 2.80339 1.59587
H 4.83325 3.20114 2.50511
H 3.63014 3.53967 1.25058
H 5.14606 2.71284 0.83066
C 4.17583 0.40312 -0.44223
H 5.27377 0.33695 -0.44234
H 3.89955 1.32101 -0.98006
H 3.77867 -0.45194 -1.00020
C 3.69789 -2.15139 1.39618
H 4.79472 -2.17870 1.49888
H 3.43528 -2.43806 0.37692
H 3.26772 -2.86126 2.10461
C 2.29006 -1.15236 4.09124
H 3.15235 -1.59820 4.60911
H 1.67048 -1.97139 3.69833
H 1.71841 -0.59164 4.84293
C -0.05704 1.57110 0.90078
C -0.09766 1.20854 2.24589
C -1.08216 0.25917 2.86027
C -1.42425 -0.99297 2.01043
C -0.29110 -1.53874 1.17747
C 0.02650 -1.15415 -0.14694
C -0.71266 -0.10552 -0.93081
C -1.08013 1.16240 -0.14180
H -2.01831 0.77080 3.14039
H -2.31261 -0.78816 1.40001
H -0.63984 -0.09710 3.80361
H -2.08458 1.06298 0.30086
H 0.52983 2.47438 0.65347
H 0.44314 1.85091 2.95448
H -1.14914 1.98439 -0.86974
H -0.08608 0.20083 -1.78106
H 0.54796 -1.90808 -0.74991
H -1.61937 -0.55836 -1.38564
H -1.71157 -1.79368 2.70873
H 0.03794 -2.54402 1.47304
P -3.36432 -0.88044 -2.55676
P -2.16463 -2.68450 -4.61282
C -4.59501 -1.55131 -3.78249
C -3.86284 -2.00966 -5.04317
H -5.32418 -0.76008 -4.00244
H -5.12626 -2.38085 -3.28899
H -4.43079 -2.77866 -5.58316
H -3.68748 -1.16570 -5.72799
C -1.69325 -3.08222 -6.34776
H -0.73745 -3.62037 -6.33439
H -1.56644 -2.14528 -6.90233
H -2.46050 -3.70001 -6.83565
C -2.71131 -4.39087 -4.14416
H -3.48780 -4.76291 -4.82747
H -3.08786 -4.39108 -3.11509
H -1.83479 -5.05005 -4.19350
C -3.52920 0.92156 -2.85120
H -2.95803 1.47794 -2.09372
H -4.58899 1.20143 -2.79966
H -3.12363 1.16528 -3.84154
C -4.29598 -1.06525 -0.99898
H -4.42148 -2.13841 -0.80255
H -5.27542 -0.57951 -1.09726
H -3.73760 -0.61140 -0.16769
B 1.24847 6.06246 3.20301
C 1.39416 5.19346 1.91657
N 1.47052 4.55042 0.93917
H 1.11993 7.23082 2.85699
H 2.25096 5.93892 3.89297
H 0.25684 5.69880 3.81561
*
```

Most stable: 2